(1)
ORCA calculation (ωB97M-V with the def2-TZVPD basis set) on a 3-piece molecular cluster, C51H45BBrCl2F2NO11S overall at a distorted geometry.

Positions of all 115 atoms, in Å:
C -1.58821 -1.53044 7.90470
C -2.39846 -0.30792 7.31811
B -1.52944 0.71148 6.50811
O -0.42253 1.26142 7.15824
C -1.66918 1.21446 4.94796
C -0.26897 0.97654 4.31908
Cl 0.67956 2.39358 3.81351
C 0.40052 -0.17426 4.16638
C -0.08454 -1.53677 4.56754
Cl 1.99940 -0.23668 3.44041
O -1.67103 2.66608 5.27187
S -2.32484 3.74870 4.30414
O -3.20776 4.58628 5.07133
O -1.36076 4.64600 3.73188
C -3.44215 3.03387 2.96419
C -3.09595 3.95450 1.78397
F -4.74854 3.30787 3.23696
C -3.19759 1.48784 2.76419
C -4.44657 0.83420 2.06752
C -5.00276 1.57597 0.83263
C -6.23196 0.75498 0.30460
O -7.37589 1.11916 1.06787
C -2.02137 1.33209 1.75818
C -1.51436 -0.06682 1.39712
C -0.37386 0.04178 0.35009
C 0.15264 -1.17715 -0.07188
C 1.14250 -1.25744 -1.02346
C 1.60908 -0.05535 -1.56320
C 1.11969 1.14359 -1.12223
C 0.11772 1.22884 -0.15583
C -2.96026 0.79934 4.18850
Br -3.17363 -1.17183 4.00477
C -4.25430 1.07812 5.08432
O -5.19677 0.32932 5.10154
N -4.33636 2.20901 5.99055
C -5.68739 2.52165 6.26360
O -6.18123 2.39799 7.35512
F -6.44653 2.97779 5.26535
H -1.74680 -2.37655 7.22042
H -1.93869 -1.81112 8.89959
H -0.51464 -1.30988 7.88116
H -3.28987 -0.73110 6.84015
H -2.77634 0.22238 8.21862
H -0.79200 1.93400 7.75111
H -0.54374 -2.05619 3.71292
H -0.77458 -1.62728 5.40777
H 0.79129 -2.15762 4.81581
H -3.26966 4.98121 2.13933
H -3.74142 3.83266 0.91095
H -2.05541 3.92300 1.45616
H -4.20194 -0.16717 1.69389
H -5.29968 0.71204 2.74567
H -5.39145 2.57886 1.03059
H -4.30685 1.64265 -0.01789
H -5.95588 -0.30632 0.40407
H -6.34981 1.01083 -0.75564
H -7.54246 0.38631 1.66846
H -2.30369 1.74940 0.78148
H -1.19952 1.98599 2.09371
H -1.09830 -0.65455 2.21673
H -2.26974 -0.70058 0.90789
H -0.23064 -2.10402 0.36237
H 1.53646 -2.22230 -1.33374
H 2.37043 -0.14728 -2.33808
H 1.56038 2.03581 -1.57145
H -0.25959 2.18849 0.18391
H -3.96205 1.99760 6.91268
C 8.50192 0.54768 -5.03197
C 9.56802 -0.12541 -4.44329
C 9.44697 -0.63110 -3.15965
C 8.26328 -0.45632 -2.45330
C 7.20179 0.23975 -3.03542
C 7.32223 0.73049 -4.33006
C 5.94400 0.47891 -2.27702
O 5.01830 1.08048 -2.78500
C 5.84794 -0.02722 -0.88214
C 4.70446 0.23507 -0.13899
C 4.59538 -0.24285 1.15574
C 5.62520 -0.99348 1.71333
C 6.77146 -1.25314 0.97927
C 6.89128 -0.76408 -0.31618
C 8.14044 -1.02078 -1.08140
O 9.04319 -1.67204 -0.59702
H 8.59543 0.93442 -6.03879
H 10.49363 -0.25664 -4.98914
H 10.27467 -1.15885 -2.70490
H 6.49590 1.25861 -4.78681
H 3.89888 0.81469 -0.56992
H 3.70231 -0.03120 1.72779
H 5.53416 -1.37238 2.72369
H 7.57441 -1.83283 1.41475
C -1.69122 -5.83480 -6.84217
C -2.30598 -5.47015 -8.03608
C -2.13973 -4.19133 -8.54092
C -1.36730 -3.26660 -7.84869
C -0.76981 -3.62551 -6.63868
C -0.92580 -4.91515 -6.14485
C 0.02104 -2.63472 -5.85894
O 0.54431 -2.94758 -4.80866
C 0.14915 -1.25113 -6.39025
C 0.83538 -0.29722 -5.64962
C 0.97396 0.99129 -6.13763
C 0.43424 1.33082 -7.37456
C -0.25586 0.38522 -8.11513
C -0.40918 -0.90517 -7.62255
C -1.18232 -1.90137 -8.41174
O -1.65704 -1.60653 -9.48930
H -1.81509 -6.83771 -6.45378
H -2.91385 -6.18686 -8.57341
H -2.61385 -3.91042 -9.47190
H -0.45262 -5.19822 -5.21408
H 1.25946 -0.55782 -4.68890
H 1.50487 1.73400 -5.55556
H 0.54936 2.33662 -7.75809
H -0.67914 0.65153 -9.07446

SMILES: CCB(O)[C@]1(/C(Cl)=C(\C)Cl)OS(=O)(=O)[C@](C)(F)[C@@](CCCO)(CCc2ccccc2)[C@]1(Br)C(=O)NC(=O)F.O=C1c2ccccc2C(=O)c2ccccc21.O=C1c2ccccc2C(=O)c2ccccc21
HOMO level, eV: -9.245
Gap between HOMO and LUMO, eV: 8.233
Charge: 0
LUMO level, eV: -1.0
Electronic energy, eV: -189662.582


(2)
ORCA calculation (ωB97M-V with the def2-TZVPD basis set) on C16H48B2CaF8O8 as an isolated structure at a distorted geometry.

Positions of all 83 atoms, in Å:
Ca 0.83272 1.61260 -2.46385
B 3.60064 2.43091 -2.56474
F 3.94277 2.36531 -3.89060
F 3.10548 1.16219 -2.10663
F 4.59773 2.87535 -1.73129
F 2.44166 3.29582 -2.41898
B -0.28807 0.45405 -0.22015
F -1.13067 0.87997 -1.30142
F 0.82569 1.35265 -0.27421
F -0.88287 0.51219 1.01954
F 0.16452 -0.82738 -0.51422
C 1.31374 4.09424 1.88052
C 2.62199 3.79255 1.17163
O 2.71368 4.67354 0.05225
H 0.47542 3.76246 1.26373
H 1.24090 5.16945 2.03802
H 1.26039 3.56270 2.83183
H 2.66972 2.74942 0.84966
H 3.45966 3.95465 1.85780
H 3.07017 4.19896 -0.70406
C -0.82967 -3.06679 2.01030
C 0.10006 -3.47889 3.12946
O -0.55605 -4.47828 3.90288
H -0.47905 -2.15405 1.52290
H -1.80307 -2.81863 2.43870
H -0.94237 -3.85005 1.25947
H 0.30386 -2.58296 3.72800
H 1.05688 -3.85380 2.75548
H 0.06908 -4.86913 4.51738
C -5.12822 -0.04066 -0.29053
C -4.04333 -0.78649 0.46724
O -3.61514 -0.01651 1.58427
H -4.72666 0.92982 -0.59333
H -5.97659 0.13053 0.36991
H -5.45261 -0.56324 -1.19165
H -3.20127 -0.99975 -0.19828
H -4.43035 -1.73502 0.84973
H -2.70819 0.25652 1.41360
C -1.98505 -4.52079 -1.97878
C -1.29348 -3.17235 -1.93558
O -1.01871 -2.66661 -3.25908
H -2.08509 -4.93015 -0.97490
H -1.40173 -5.22273 -2.57849
H -2.97401 -4.43508 -2.43462
H -0.32662 -3.22151 -1.43951
H -1.89485 -2.44507 -1.38342
H -1.81472 -2.71677 -3.79562
C 1.03431 -1.24743 -5.73124
C 1.67524 -0.89390 -4.39767
O 0.69015 -0.52829 -3.39805
H 0.29403 -2.03803 -5.61432
H 1.80912 -1.55757 -6.43138
H 0.53182 -0.37692 -6.15898
H 2.32402 -0.02305 -4.51893
H 2.28434 -1.71566 -4.02219
H 0.13973 -1.31820 -3.22440
C 0.23386 0.69575 3.98274
C -0.80872 -0.08108 4.74077
O -0.12216 -0.91983 5.66807
H 0.91533 1.18256 4.68317
H -0.19730 1.44735 3.32633
H 0.83255 0.01925 3.36691
H -1.43263 -0.67453 4.06346
H -1.47604 0.61618 5.26443
H -0.77347 -1.36962 6.21423
C 3.49675 -1.48523 0.18291
C 2.66698 -1.31618 1.43958
O 3.54216 -0.98797 2.52154
H 2.81748 -1.56402 -0.66966
H 4.06290 -2.41491 0.22644
H 4.14173 -0.62388 0.01754
H 2.16236 -2.26543 1.64984
H 1.90372 -0.54595 1.31017
H 3.02187 -0.93101 3.32871
C -2.14803 4.13834 -0.41613
C -1.66888 3.84966 -1.82185
O -0.24937 3.55865 -1.82987
H -3.22046 4.31486 -0.39277
H -1.60961 4.97519 0.03171
H -1.91838 3.26893 0.20805
H -1.83645 4.69347 -2.49696
H -2.19745 2.99156 -2.23050
H 0.20016 4.36375 -1.54201

HOMO level, eV: -9.815
Gap between HOMO and LUMO, eV: 9.291
Energy relative to the best compared isomer or geometry (same formula, charge and spin), kcal/mol: 0.0
Charge: 0
LUMO level, eV: -0.5
Electronic energy, eV: -75298.214


(3)
ORCA calculation (ωB97M-V with the def2-TZVPD basis set) on C6H8N2O as an isolated structure at a distorted geometry.

Positions of all 17 atoms, in Å:
C -1.91145 -1.24354 -0.17581
C 2.25472 -1.75021 -0.29300
C 1.03474 -1.23807 -0.41295
C 0.42662 -0.67262 0.82465
C -1.20787 0.96842 -0.64806
C -1.38677 -0.10287 0.45714
N -2.26653 -2.08217 -0.87915
N -1.99652 0.21887 1.70184
O 0.92914 -0.57717 1.88942
H 2.99815 -1.98098 -1.09710
H 2.78790 -1.54171 0.69912
H 0.45681 -1.12802 -1.37663
H -0.45865 1.71337 -0.22231
H -0.67312 0.41218 -1.49188
H -2.06884 1.47589 -1.03011
H -2.85147 -0.28784 1.82768
H -2.10870 1.19634 1.91028

HOMO level, eV: -8.761
Gap between HOMO and LUMO, eV: 8.724
Energy relative to the best compared isomer or geometry (same formula, charge and spin), kcal/mol: 63.6
Charge: 0
LUMO level, eV: 0.0
Electronic energy, eV: -11376.591


(4)
ORCA calculation (ωB97M-V with the def2-TZVPD basis set) on H6O3Tl as an isolated structure at a distorted geometry.

Positions of all 10 atoms, in Å:
Tl -2.24581 0.15133 1.05797
O -0.43864 3.59368 4.98632
H -0.13274 3.20905 5.80773
H -0.73529 4.47108 5.22798
O -0.12364 0.34616 -4.08614
H -0.64957 0.52642 -4.86534
H 0.71382 0.03395 -4.42883
O 1.09319 -3.76464 -1.08961
H 1.09660 -4.61083 -0.64220
H 1.42209 -3.95620 -1.96787

HOMO level, eV: -22.406
Gap between HOMO and LUMO, eV: 1.479
Energy relative to the best compared isomer or geometry (same formula, charge and spin), kcal/mol: 16.8
Charge: +3
LUMO level, eV: -20.9
Electronic energy, eV: -10891.641